[1]
60
Properties=species:S:1:pos:R:3 method="wB97M-V/def2-TZVPD" charge=-1 multiplicity=1 homo_energy_ev=-4.44 orbital_gap_ev=6.9785 relative_energy_ev=0.466
Ag -0.435 0.286 0.645
C 2.724 2.083 0.839
Sb 2.728 3.268 -0.948
C 1.162 2.213 -1.965
C 1.472 4.923 -0.244
C 1.481 5.102 1.242
C 2.700 5.405 1.856
C 2.821 5.548 3.225
C 1.698 5.389 4.025
C 0.481 5.107 3.434
C 0.340 4.966 2.049
C -1.025 4.671 1.508
Sb -1.505 2.549 1.529
C -1.953 2.347 3.596
C -3.505 2.743 0.831
H 3.655 2.243 1.382
H 2.646 1.030 0.561
H 1.884 2.339 1.484
H 1.070 2.586 -2.985
H 0.212 2.326 -1.443
H 1.417 1.157 -2.000
H 0.477 4.756 -0.651
H 1.884 5.809 -0.730
H 3.580 5.517 1.228
H 3.784 5.774 3.666
H 1.769 5.489 5.101
H -0.402 4.998 4.054
H -1.161 5.020 0.486
H -1.788 5.150 2.125
H -2.683 3.095 3.905
H -1.046 2.441 4.191
H -2.368 1.345 3.711
H -4.024 3.526 1.386
H -3.982 1.779 1.001
H -3.516 2.978 -0.234
N 1.267 -1.619 -1.155
C 0.764 -1.485 -2.420
C 1.518 -1.735 -3.551
C 0.989 -1.561 -4.843
C -0.300 -1.149 -5.034
C -1.105 -0.872 -3.904
C -2.456 -0.466 -4.006
C -3.181 -0.219 -2.878
C -2.545 -0.327 -1.622
N -1.291 -0.680 -1.497
C -0.575 -1.001 -2.603
H 2.138 -2.121 -1.098
H 0.639 -1.829 -0.366
H 2.535 -2.090 -3.434
H 1.620 -1.775 -5.697
H -0.717 -1.038 -6.027
H -2.901 -0.367 -4.990
H -4.223 0.070 -2.927
H -3.065 -0.123 -0.689
O -2.763 -1.597 3.373
C -2.308 -1.337 2.265
O -2.556 -0.272 1.579
C -1.253 -2.315 1.635
O -1.564 -3.482 1.447
O -0.102 -1.799 1.314

---

[2]
6
Properties=species:S:1:pos:R:3 method="wB97M-V/def2-TZVPD" multiplicity=1 homo_energy_ev="-9.22 / -9.00" orbital_gap_ev="7.9172 / 6.9843" relative_energy_ev=2.897
P -2.048 1.327 1.154
S 1.814 -2.229 0.140
S 1.419 -0.390 -0.568
H -2.030 1.335 -0.315
H -1.470 -0.025 1.098
H 2.314 -0.018 -1.510

---

[3]
60
Properties=species:S:1:pos:R:3 method="wB97M-V/def2-TZVPD" charge=-2 multiplicity=1 homo_energy_ev="0.08 / 0.12" orbital_gap_ev="3.3423 / 3.3058" relative_energy_ev=2.603
Ti 0.240 0.179 0.787
C -1.593 2.607 3.773
C -0.886 2.300 2.484
O -0.886 1.001 2.177
C -0.289 3.267 1.758
C 0.502 3.006 0.529
C 0.863 4.255 -0.253
N 0.052 1.858 -0.214
N -1.097 2.023 -0.966
C -1.688 0.892 -1.141
O -1.317 -0.232 -0.539
C -2.803 0.824 -2.112
C -3.522 -0.362 -2.265
C -4.565 -0.455 -3.177
C -4.916 0.638 -3.958
C -4.204 1.825 -3.811
C -3.161 1.917 -2.905
H -1.097 2.066 4.583
H -2.630 2.264 3.727
H -1.572 3.674 3.992
H -0.341 4.286 2.120
H -0.046 4.741 -0.626
H 1.499 3.998 -1.100
H 1.403 4.950 0.393
H -3.238 -1.207 -1.651
H -5.109 -1.388 -3.280
H -5.729 0.567 -4.670
H -4.465 2.685 -4.418
H -2.597 2.832 -2.786
C 3.933 -2.396 0.855
O 2.610 -2.234 1.299
C 1.987 -3.422 1.657
C 0.691 -3.122 2.375
O -0.104 -2.125 1.738
C -1.364 -1.991 2.380
H 4.547 -2.851 1.638
H 4.326 -1.401 0.658
H 3.967 -3.006 -0.065
H 2.610 -3.999 2.356
H 1.823 -4.059 0.767
H 0.919 -2.781 3.389
H 0.105 -4.050 2.431
H -1.224 -1.655 3.411
H -1.896 -2.951 2.368
H -1.936 -1.242 1.839
Te 1.764 0.061 3.629
Te 4.198 -1.008 3.990
Te 3.826 3.759 2.482
Te 2.431 1.969 1.083
Br 2.352 -2.633 -5.147
C 2.020 -1.919 -3.420
C 1.361 -2.681 -2.480
C 1.155 -2.114 -1.227
N 1.570 -0.892 -0.904
C 2.153 -0.154 -1.849
C 2.425 -0.634 -3.124
H 1.000 -3.673 -2.706
H 0.607 -2.647 -0.464
H 2.417 0.856 -1.556
H 2.918 -0.015 -3.858

---

[4]
113
Properties=species:S:1:pos:R:3 method="wB97M-V/def2-TZVPD" charge=-2 multiplicity=3 homo_energy_ev="-0.12 / -1.67" orbital_gap_ev="3.8745 / 5.4187" s_squared=2.055 relative_energy_ev=0.483
Ti 0.066 -0.144 0.287
C -7.236 -1.094 -2.281
C -6.926 0.178 -1.825
C -5.689 0.441 -1.255
C -4.723 -0.560 -1.123
C -5.058 -1.840 -1.582
C -6.291 -2.104 -2.152
C -3.396 -0.280 -0.534
C -2.624 0.724 -1.095
C -2.972 1.433 -2.300
C -1.941 2.256 -2.588
C -0.964 2.081 -1.549
C 0.241 2.750 -1.492
C 0.669 3.610 -2.623
C 1.848 3.280 -3.298
C 2.263 4.020 -4.391
C 1.533 5.125 -4.812
C 0.383 5.483 -4.126
C -0.046 4.730 -3.041
C 1.154 2.616 -0.418
N 1.088 1.689 0.596
C 2.062 2.064 1.485
C 2.427 1.341 2.633
C 3.556 1.858 3.452
C 4.860 1.433 3.207
C 5.918 1.906 3.969
C 5.691 2.819 4.990
C 4.398 3.261 5.232
C 3.341 2.786 4.468
C 1.829 0.152 2.985
C 2.250 -0.626 4.122
C 1.421 -1.686 4.192
C 0.478 -1.551 3.106
N 0.750 -0.427 2.364
C -0.668 -2.325 3.013
C -1.723 -2.028 2.114
C -3.011 -2.611 2.184
C -3.775 -2.009 1.219
C -2.936 -1.091 0.541
N -1.670 -1.098 1.089
C -0.855 -3.397 4.024
C -1.921 -3.364 4.929
C -2.109 -4.374 5.860
C -1.222 -5.439 5.932
C -0.132 -5.464 5.073
C 0.047 -4.460 4.134
C 2.733 3.233 1.041
C 2.175 3.567 -0.165
N -1.388 1.114 -0.643
H -8.203 -1.295 -2.727
H -7.659 0.973 -1.910
H -5.463 1.438 -0.896
H -4.326 -2.628 -1.487
H -6.519 -3.104 -2.505
H -3.866 1.276 -2.880
H -1.826 2.897 -3.445
H 2.396 2.407 -2.978
H 3.157 3.726 -4.929
H 1.857 5.698 -5.673
H -0.184 6.352 -4.438
H -0.939 5.016 -2.499
H 5.036 0.729 2.402
H 6.924 1.560 3.762
H 6.515 3.181 5.593
H 4.212 3.981 6.021
H 2.333 3.137 4.650
H 3.065 -0.373 4.782
H 1.415 -2.467 4.934
H -3.319 -3.395 2.855
H -4.824 -2.156 1.025
H -2.596 -2.519 4.904
H -2.953 -4.327 6.539
H -1.372 -6.233 6.654
H 0.583 -6.277 5.132
H 0.897 -4.494 3.468
H 3.515 3.748 1.577
H 2.427 4.394 -0.810
O -1.361 -1.838 -6.251
C -1.596 -1.025 -5.184
O -1.932 0.104 -5.365
C -1.435 -1.681 -3.863
C -2.020 -2.857 -3.451
Cl -2.983 -3.893 -4.422
N -1.653 -3.097 -2.157
N -0.867 -2.089 -1.726
C -0.720 -1.252 -2.725
C 0.371 -0.224 -2.616
O 0.813 0.272 -3.636
O 0.821 -0.065 -1.423
C -1.870 -4.213 -1.306
C -0.997 -4.380 -0.231
C -1.141 -5.464 0.612
C -2.151 -6.392 0.416
C -3.031 -6.214 -0.638
C -2.896 -5.140 -1.502
H -1.063 -2.702 -5.946
H -0.216 -3.648 -0.071
H -0.462 -5.571 1.445
H -2.252 -7.241 1.081
H -3.843 -6.913 -0.799
H -3.600 -5.039 -2.308
F 4.354 -6.277 -1.523
C 3.678 -5.186 -1.096
C 3.365 -4.153 -1.959
F 3.770 -4.232 -3.240
C 2.652 -3.050 -1.533
F 2.446 -2.096 -2.448
C 2.159 -2.888 -0.201
O 1.439 -1.945 0.256
C 2.577 -3.961 0.643
F 2.263 -3.884 1.953
C 3.282 -5.065 0.223
F 3.599 -6.044 1.093

---

[5]
122
Properties=species:S:1:pos:R:3 method="wB97M-V/def2-TZVPD" charge=-1 multiplicity=1 homo_energy_ev=-5.43 orbital_gap_ev=7.4167
N 0.112 -4.349 5.673
C -0.212 -4.140 4.392
C 0.373 -2.874 3.585
Al -1.243 -1.736 2.927
C -1.929 -0.424 4.350
C -3.532 -0.404 4.528
O -4.171 0.587 4.992
C -4.282 -1.779 4.114
C -5.174 -1.896 2.843
C -5.815 -3.274 2.515
C -5.502 -4.448 3.478
C -4.638 -4.352 4.759
C -4.007 -2.982 5.088
H 0.750 -3.560 5.890
H -0.932 -4.904 3.928
H 0.889 -3.302 2.650
H 1.094 -2.264 4.248
H -0.843 -0.832 1.646
H -2.315 -2.783 2.404
H -1.517 -0.778 5.374
H -1.592 0.659 4.134
H -5.308 -0.955 2.194
H -6.480 -3.353 1.591
H -5.951 -5.479 3.232
H -4.414 -5.225 5.460
H -3.348 -2.825 6.019
C -0.273 -2.181 -1.766
C -1.068 -2.088 -2.904
C -1.005 -0.953 -3.707
C -0.139 0.085 -3.375
C 0.658 -0.010 -2.239
C 0.588 -1.140 -1.432
H -0.326 -3.064 -1.138
H -1.738 -2.901 -3.166
H -1.630 -0.878 -4.591
H -0.087 0.969 -4.003
H 1.333 0.800 -1.982
H 1.205 -1.210 -0.543
C 4.947 2.147 -2.211
C 4.295 1.365 -1.263
C 4.223 1.788 0.060
C 4.797 3.000 0.434
C 5.447 3.784 -0.514
C 5.526 3.356 -1.836
H 5.006 1.815 -3.242
H 3.841 0.423 -1.556
H 3.720 1.175 0.800
H 4.738 3.333 1.465
H 5.893 4.729 -0.223
H 6.037 3.965 -2.574
C 5.764 -1.920 -2.280
C 5.948 -2.995 -3.144
C 7.177 -3.184 -3.770
C 8.225 -2.302 -3.524
C 8.042 -1.229 -2.657
C 6.811 -1.035 -2.038
H 4.805 -1.772 -1.795
H 5.133 -3.687 -3.331
H 7.318 -4.018 -4.449
H 9.185 -2.452 -4.008
H 8.860 -0.543 -2.464
H 6.667 -0.196 -1.367
C -0.258 -2.173 -7.313
C -1.053 -2.079 -8.451
C -0.990 -0.944 -9.253
C -0.125 0.095 -8.922
C 0.672 -0.001 -7.786
C 0.603 -1.132 -6.979
H -0.310 -3.057 -6.686
H -1.723 -2.892 -8.713
H -1.615 -0.868 -10.137
H -0.073 0.978 -9.550
H 1.348 0.808 -7.528
H 1.221 -1.204 -6.090
C -4.765 3.510 4.686
C -3.919 4.592 4.915
C -4.373 5.890 4.697
C -5.676 6.108 4.260
C -6.523 5.027 4.035
C -6.067 3.728 4.244
H -4.410 2.496 4.853
H -2.905 4.423 5.262
H -3.710 6.733 4.869
H -6.031 7.120 4.094
H -7.540 5.197 3.695
H -6.726 2.886 4.063
C 5.592 8.765 1.591
C 5.775 7.690 0.727
C 7.004 7.501 0.101
C 8.053 8.383 0.348
C 7.870 9.456 1.215
C 6.638 9.649 1.833
H 4.633 8.913 2.076
H 4.960 6.999 0.540
H 7.146 6.667 -0.578
H 9.012 8.234 -0.136
H 8.687 10.142 1.408
H 6.494 10.489 2.505
C -2.478 -8.561 0.635
C -3.204 -9.627 1.158
C -4.018 -9.436 2.270
C -4.114 -8.176 2.854
C -3.391 -7.109 2.328
C -2.570 -7.302 1.222
H -1.841 -8.710 -0.231
H -3.134 -10.608 0.698
H -4.579 -10.269 2.681
H -4.752 -8.026 3.718
H -3.467 -6.127 2.783
H -2.003 -6.471 0.816
C -2.894 1.836 -0.391
C -3.045 1.286 -1.661
C -4.094 1.696 -2.477
C -4.989 2.664 -2.027
C -4.836 3.216 -0.759
C -3.791 2.799 0.061
H -2.077 1.512 0.246
H -2.344 0.538 -2.014
H -4.216 1.263 -3.465
H -5.805 2.987 -2.665
H -5.532 3.971 -0.408
H -3.676 3.225 1.052

---

[6]
89
Properties=species:S:1:pos:R:3 method="wB97M-V/def2-TZVPD" charge=-1 multiplicity=2 homo_energy_ev="-4.30 / -3.99" orbital_gap_ev="6.1548 / 5.8452" s_squared=0.764 relative_energy_ev=2.494
Ir 0.284 -0.233 0.481
N 1.258 1.791 -0.853
C 2.010 2.850 -0.165
C 1.286 3.298 1.095
C 1.467 2.268 2.209
O 2.367 2.468 3.018
O 0.642 1.272 2.216
H 1.813 1.374 -1.591
H 0.425 2.188 -1.270
H 2.179 3.708 -0.824
H 2.988 2.458 0.119
H 0.217 3.438 0.881
H 1.716 4.237 1.441
Cl 2.280 -3.843 6.981
C 2.197 -3.101 5.393
C 0.988 -2.625 4.920
C 0.933 -2.060 3.663
Cl -0.588 -1.476 3.066
C 2.056 -1.917 2.799
O 2.008 -1.409 1.625
C 3.255 -2.425 3.367
Cl 4.716 -2.312 2.413
C 3.337 -3.004 4.619
H 0.093 -2.694 5.525
H 4.284 -3.376 4.984
C -0.761 -1.943 -0.219
H -0.164 -2.126 -1.116
H -0.386 -2.617 0.558
C 5.315 -1.682 -2.632
N 4.396 -0.762 -1.980
C 4.894 -0.267 -0.708
C 3.026 -1.030 -2.058
N 2.224 -1.066 -1.062
N 2.568 -1.250 -3.350
C 3.038 -0.435 -4.454
C 1.219 -1.758 -3.502
H 5.649 -2.460 -1.935
H 6.196 -1.144 -2.988
H 4.830 -2.165 -3.476
H 5.841 0.248 -0.883
H 5.063 -1.068 0.018
H 4.191 0.441 -0.273
H 2.719 -1.118 -0.169
H 3.951 0.084 -4.174
H 2.284 0.312 -4.735
H 3.239 -1.055 -5.332
H 1.031 -2.511 -2.742
H 1.126 -2.213 -4.492
H 0.458 -0.975 -3.399
C -2.665 -2.862 -2.427
Si -2.505 -2.388 -0.600
C -3.900 -1.160 -0.358
C -3.077 -3.874 0.419
Si -1.482 1.135 0.494
Si -2.154 2.275 -1.468
C -1.273 1.399 -2.902
C -1.554 4.066 -1.459
C -3.941 2.443 -2.043
Si -2.837 1.802 2.295
C -1.999 3.141 3.294
C -4.486 2.478 1.692
C -3.300 0.440 3.498
H -2.703 -3.949 -2.553
H -1.821 -2.488 -3.018
H -3.580 -2.446 -2.863
H -4.856 -1.632 -0.619
H -3.781 -0.282 -0.991
H -3.971 -0.816 0.679
H -3.183 -4.767 -0.204
H -4.050 -3.676 0.880
H -2.373 -4.107 1.225
H -0.558 0.661 -2.523
H -0.738 2.102 -3.550
H -1.996 0.856 -3.520
H -0.520 4.169 -1.114
H -2.175 4.664 -0.782
H -1.622 4.503 -2.461
H -4.355 1.484 -2.365
H -3.984 3.139 -2.885
H -4.595 2.822 -1.251
H -1.867 4.059 2.712
H -1.003 2.792 3.588
H -2.566 3.381 4.200
H -4.365 3.247 0.922
H -5.033 2.920 2.531
H -5.101 1.679 1.263
H -2.476 0.238 4.185
H -3.535 -0.501 2.991
H -4.175 0.739 4.082